# C28H28ClN2O7SeTa

A structure of composition C28H28ClN2O7SeTa (ωB97M-V with the def2-TZVPD basis set, OMol25).

Geometry as XYZ:
```
68
Properties=species:S:1:pos:R:3
C 1.97660 -0.42870 -3.98054
O 0.10514 -0.15387 -2.47435
H -2.54679 -0.60860 1.93247
H 1.67752 1.45878 5.63051
C -2.62640 0.30360 1.33797
C 0.86707 0.66570 3.84387
N 2.48779 0.68661 0.48602
H -2.52953 1.16461 2.00442
H -1.78981 -0.15807 -3.18534
N 1.63727 0.31609 -0.34889
C 2.17852 0.95076 1.81920
O -1.04530 -1.45606 -0.39884
C 1.43607 -0.18539 -2.72372
C 3.35425 -0.48935 -4.12663
H 1.16897 -2.79753 0.08825
C 3.63800 -0.06449 -1.78572
H 0.85872 -2.79618 -1.65573
H 6.22026 3.14678 2.28784
H -2.85076 -3.06886 -1.39653
C 5.12407 2.95169 4.13905
C 4.38610 2.12537 1.98792
C 5.31957 2.76772 2.75451
C -6.26689 0.40301 -0.92782
C -1.81822 -3.37894 -1.56246
Cl -7.73394 0.44157 -1.87430
H -0.60083 0.58827 -4.27311
H -2.44283 -3.26114 1.06344
C 1.81694 1.30952 4.56592
C 4.18764 -0.31770 -3.03112
H 3.81143 2.61436 5.78616
O 0.10150 -0.13361 1.76085
H 4.54064 2.00479 0.92506
C -1.37312 -3.41695 0.91469
C 2.26401 0.01940 -1.62757
H 5.87033 3.46639 4.72959
H 1.33487 -0.56527 -4.83734
C -0.78626 -0.23738 -3.58529
C 0.53532 -3.21087 -0.69922
O -0.35914 2.21965 0.44054
H -4.07357 -1.78499 0.39226
C 3.00630 1.80841 3.95759
C -5.69116 -0.81335 -0.61103
H -6.15355 -1.73367 -0.94253
H 5.26137 -0.37889 -3.14326
C -5.69505 1.59042 -0.50063
H 3.77267 -0.68035 -5.10652
C -0.92512 -2.89482 -0.43743
H 0.68050 -4.29249 -0.72432
H -4.07630 2.48665 0.55951
O -2.08744 3.98074 -0.80722
O 0.15248 2.93092 -2.13423
H -1.16996 -4.48759 0.98129
H -0.66155 -1.19474 -4.09373
O -1.84055 1.27771 -1.31813
Se -1.03179 2.79933 -1.04673
H -6.15532 2.53520 -0.75756
C -4.53019 1.55233 0.24715
C 1.04319 0.49643 2.44889
H -1.48428 -2.97258 -2.51844
H -1.78876 -4.46885 -1.62292
C -3.91822 0.34428 0.57880
H 4.27005 0.07332 -0.92111
C 3.20154 1.62261 2.57604
H -0.83642 -2.91386 1.72042
C 3.98489 2.48000 4.72497
C -4.52273 -0.83065 0.13936
H -0.04111 0.28529 4.29166
Ta -0.81875 0.30749 0.06405
```

## Properties
E_tot, Eh: -4638.64880
Energy relative to the best compared isomer or geometry (same formula, charge and spin), eV: 0.543
M, Da: 799.90

Listed below, in e, are the Mulliken charges computed for each atom: atom 1 (C): -0.861, atom 2 (O): 0.781, atom 3 (H): 0.576, atom 4 (H): 0.374, atom 5 (C): -1.875, atom 6 (C): -0.966, atom 7 (N): -1.156, atom 8 (H): 0.627, atom 9 (H): 0.176, atom 10 (N): 1.430, atom 11 (C): 0.257, atom 12 (O): 0.193, atom 13 (C): 0.084, atom 14 (C): -0.765, atom 15 (H): 0.265, atom 16 (C): -0.652, atom 17 (H): 0.110, atom 18 (H): 0.404, atom 19 (H): 0.252, atom 20 (C): -0.575, atom 21 (C): -0.556, atom 22 (C): -0.651, atom 23 (C): 0.423, atom 24 (C): -1.315, atom 25 (Cl): -0.239, atom 26 (H): 0.394, atom 27 (H): 0.266, atom 28 (C): -0.986, atom 29 (C): -0.835, atom 30 (H): 0.388, atom 31 (O): -0.341, atom 32 (H): 0.412, atom 33 (C): -1.390, atom 34 (C): 0.616, atom 35 (H): 0.393, atom 36 (H): 0.479, atom 37 (C): -1.443, atom 38 (C): -1.366, atom 39 (O): -0.771, atom 40 (H): 0.431, atom 41 (C): 0.740, atom 42 (C): -1.049, atom 43 (H): 0.420, atom 44 (H): 0.401, atom 45 (C): -0.893, atom 46 (H): 0.435, atom 47 (C): 1.466, atom 48 (H): 0.546, atom 49 (H): 0.388, atom 50 (O): -0.622, atom 51 (O): -0.596, atom 52 (H): 0.470, atom 53 (H): 0.461, atom 54 (O): -0.768, atom 55 (Se): 1.070, atom 56 (H): 0.432, atom 57 (C): -0.291, atom 58 (C): 0.372, atom 59 (H): 0.187, atom 60 (H): 0.421, atom 61 (C): 0.576, atom 62 (H): 0.491, atom 63 (C): 0.660, atom 64 (H): 0.234, atom 65 (C): -0.859, atom 66 (C): 0.125, atom 67 (H): 0.509, atom 68 (Ta): 2.087

# C7H9IO2

A cluster of 2 separate species, C7H9IO2 in total (ωB97M-V with the def2-TZVPD basis set, OMol25).

Geometry as XYZ:
```
19
Properties=species:S:1:pos:R:3
H 2.27379 -0.06061 0.83362
H -1.74121 0.71612 -3.10501
C 1.47638 -0.43327 1.42365
H -0.74043 -0.76521 -3.08280
C -0.49742 -0.82419 2.26362
C 0.92207 0.83398 -1.49244
H 0.82919 1.58228 -2.19902
H 1.45822 1.47595 -0.66467
H 1.41957 -0.05425 -1.82668
H 0.00987 -0.05266 4.25306
I -1.65888 1.67163 0.08274
O 1.53478 -0.16616 2.76120
C 0.33302 -0.43647 3.26944
H -2.22253 -0.66331 -1.95524
O -0.27704 -1.18404 -0.17576
C 0.19038 -0.88166 1.01743
H -1.51773 -1.08370 2.24833
C -1.33977 -0.07223 -2.38327
C -0.45227 0.39782 -1.26820
```

## Properties
E_tot, Eh: -720.17314
Energy relative to the best compared isomer or geometry (same formula, charge and spin), eV: 1.455
M, Da: 252.05

Listed below, in e, are the Mulliken charges computed for each atom: atom 1 (H): 0.523, atom 2 (H): 0.338, atom 3 (C): -0.513, atom 4 (H): 0.306, atom 5 (C): -0.414, atom 6 (C): -1.235, atom 7 (H): 0.469, atom 8 (H): 0.283, atom 9 (H): 0.346, atom 10 (H): 0.344, atom 11 (I): 0.115, atom 12 (O): -0.305, atom 13 (C): -0.452, atom 14 (H): 0.355, atom 15 (O): -0.607, atom 16 (C): 0.607, atom 17 (H): 0.502, atom 18 (C): -1.190, atom 19 (C): 0.526

# C15H21AsN4NiOSe4

A structure of composition C15H21AsN4NiOSe4 (ωB97M-V with the def2-TZVPD basis set, OMol25).

Geometry as XYZ:
```
47
Properties=species:S:1:pos:R:3
C 1.91340 -2.23112 1.81241
Se 2.49422 3.81279 -1.90077
H -1.91915 1.50852 1.41119
H -1.89395 1.08043 -3.97435
C -3.23849 -1.14785 -1.82168
C -1.97452 0.68408 0.70239
H -4.23487 1.15962 -4.73810
C 0.34781 -3.75683 1.53908
C -0.84165 -0.38566 -1.94594
H -2.90765 0.73653 0.14466
C -3.96041 0.50973 -3.91622
Ni 1.54742 0.53815 0.83120
C -2.64172 0.46619 -3.48377
C -4.55654 -1.11072 -2.25193
C 4.41302 0.19540 2.43423
H -5.95128 -0.24840 -3.64092
H -0.54804 -1.38206 -1.61726
H -0.81244 3.34365 -0.61885
As -0.42437 0.86529 -0.47025
N 3.21497 -0.22413 1.90206
N 1.61122 -3.53318 2.04153
O 0.88891 1.95775 2.50089
C -0.93914 2.52797 -1.32896
N 4.17991 -1.93097 2.89276
H -0.29596 2.72654 -2.18320
H 1.52386 1.83321 3.21611
C 3.10430 -1.49839 2.19619
Se 3.21456 2.32056 -0.10408
H 4.34325 -2.85855 3.23974
H 1.18552 2.82488 2.15717
Se 3.40526 3.73220 1.65635
H 2.19491 -4.22653 2.47403
Se 1.58072 5.52943 -0.86446
C 5.02516 -0.85236 3.05179
H 4.74198 1.22066 2.33907
C -2.26008 -0.35977 -2.42760
N 0.93141 -1.61760 1.19777
H 5.96115 -0.92331 3.57828
C -4.92386 -0.27790 -3.30129
H -1.92703 -0.24704 1.26571
H -5.29925 -1.73236 -1.76763
H -0.98948 -2.32998 0.54592
H -0.15464 -0.09345 -2.74030
H -2.96096 -1.80324 -1.00188
C -0.05333 -2.56216 1.02571
H -1.97934 2.47752 -1.65013
H -0.13480 -4.71753 1.59332
```

## Properties
2S+1: 3
E_tot, Eh: -14228.30147
<S²>: 2.015
Energy relative to the best compared isomer or geometry (same formula, charge and spin), eV: 0.257
M, Da: 722.82

Listed below, in e, are the Mulliken charges computed for each atom: atom 1 (C): 0.095, atom 2 (Se): -0.140, atom 3 (H): 0.405, atom 4 (H): 0.390, atom 5 (C): 0.028, atom 6 (C): -1.324, atom 7 (H): 0.379, atom 8 (C): -0.911, atom 9 (C): -1.433, atom 10 (H): 0.475, atom 11 (C): -0.629, atom 12 (Ni): -0.057, atom 13 (C): -0.379, atom 14 (C): -0.776, atom 15 (C): -0.227, atom 16 (H): 0.382, atom 17 (H): 0.566, atom 18 (H): 0.321, atom 19 (As): 0.817, atom 20 (N): 0.266, atom 21 (N): -0.123, atom 22 (O): -0.545, atom 23 (C): -1.125, atom 24 (N): -0.139, atom 25 (H): 0.275, atom 26 (H): 0.333, atom 27 (C): 0.591, atom 28 (Se): 0.073, atom 29 (H): 0.168, atom 30 (H): 0.230, atom 31 (Se): -0.578, atom 32 (H): 0.175, atom 33 (Se): -0.206, atom 34 (C): -0.773, atom 35 (H): 0.331, atom 36 (C): 0.541, atom 37 (N): -0.033, atom 38 (H): 0.411, atom 39 (C): -0.433, atom 40 (H): 0.338, atom 41 (H): 0.404, atom 42 (H): 0.260, atom 43 (H): 0.576, atom 44 (H): 0.302, atom 45 (C): -0.167, atom 46 (H): 0.441, atom 47 (H): 0.427

# C61H45BrO21PS

A cluster of 11 separate species, C61H45BrO21PS in total (ωB97M-V with the def2-TZVPD basis set, OMol25).

Geometry as XYZ:
```
130
Properties=species:S:1:pos:R:3
C 0.09612 5.93060 13.00096
C -4.52312 0.55770 -5.89158
O -7.86888 -0.10604 -5.88974
H -0.02798 4.82555 3.81997
O 3.40194 0.56330 0.24673
C -8.39893 -3.55084 -3.75627
H 10.38287 0.47291 -0.40338
C -2.31748 1.03876 -4.75517
C 0.33326 3.55621 12.43292
C 2.92190 -4.07457 0.87811
C 0.97362 -5.37434 -0.07234
C 0.76163 6.29353 11.73201
C 1.56917 3.24276 -7.71495
H -8.16845 -4.55547 -5.68568
C 1.18140 5.35857 10.87928
C 9.47427 -4.91791 -0.15456
O 1.83847 2.17941 6.89144
C 1.89817 2.79909 5.84793
H 1.62186 -3.29748 10.83557
C 0.43283 -4.23814 -0.51455
H -10.49109 -6.28806 -7.96619
C 1.37601 -2.25990 10.64586
O -0.11995 0.60917 12.10217
C -10.95807 -5.37566 -8.31603
O 1.38540 3.06788 10.37457
O 0.60129 -1.89662 -0.70140
C 1.39939 0.62352 -0.99670
H 9.69770 2.11471 0.13540
O -2.48622 -0.34112 -6.65354
C 0.99851 3.91856 11.16404
C 2.25898 -5.37824 0.65828
H 0.57180 1.49428 9.75125
H -10.08393 -2.03618 -8.83654
H 1.67135 5.60716 9.94594
H 3.26416 3.14196 0.54334
H -0.14953 3.56029 5.96016
H -1.24613 0.88089 -4.72947
H 5.24082 1.78868 -0.04956
C 1.46812 3.44452 -0.53918
C 0.81564 0.45630 9.94514
O -0.52951 3.49970 -1.78087
C -10.10664 -4.16798 -8.34578
H 0.99301 3.47569 -3.82646
H -12.87217 -6.20658 -8.68588
C 3.19404 3.48275 3.88293
C -10.72248 -2.91082 -8.82071
O 2.10021 4.87891 2.33593
C -0.08677 4.49244 13.28616
H 7.44749 -3.63410 -3.27662
H 6.45420 -0.91401 -1.11005
C 2.49330 1.24113 -0.22095
C 2.38088 -2.93884 0.43578
C 8.80208 -5.89159 -1.04159
O 2.75205 -6.41213 1.06340
H -0.57655 4.24450 14.21949
C -8.17975 -3.57940 -5.21814
C -3.05939 0.35741 -5.83765
H 4.08719 3.49741 3.27048
O -14.01275 -4.03615 -9.53028
H -0.50776 -4.21652 -1.05060
H 9.60238 1.64887 -1.63456
O 8.86062 -7.08554 -0.82634
C -8.24532 -1.10458 -3.79209
C 2.03923 4.25846 3.38269
H -5.05090 0.05098 -6.69004
H 10.01712 -5.32739 0.68818
H 7.56969 -6.08142 -2.83978
H 1.32057 5.57190 -5.12578
O -8.55574 -4.57640 -3.12081
C 1.33091 4.59497 -5.59295
H 2.85279 -1.97539 0.58896
O -0.28509 6.78334 13.77991
C 1.55025 4.56574 -7.05518
H -8.25657 -0.12752 -3.32472
C 1.09567 -2.93597 -0.29468
O 7.23524 -0.44180 -1.50142
C 2.45364 2.70628 -0.02953
H 0.50166 -6.33687 -0.22555
C 0.37140 2.82696 -1.31672
P 7.82077 0.51413 -0.20248
H -7.84332 -2.45891 -6.98452
C -11.99817 -2.86682 -9.20650
H -0.39728 0.92697 -2.07932
C 1.39371 2.11938 -7.01761
C 7.99030 -4.04387 -2.43362
C -5.15116 1.32469 -4.99926
C 0.76624 -1.49649 11.55228
O 1.01644 1.12105 -4.91978
O -4.98215 2.70444 -3.10095
C -2.94539 1.80611 -3.86248
C 1.17465 2.14900 -5.55622
H 3.96612 2.23227 5.41006
C -8.02607 -1.13370 -5.25410
H -8.58187 -2.22470 -2.02471
H -6.22236 1.48187 -5.02567
Br 6.78330 3.04290 -2.35875
O 2.31102 -2.42102 8.49309
S 6.53336 2.27884 -0.25343
C 1.15555 3.47152 -4.89638
C -4.40979 2.00618 -3.91680
H 1.73149 3.23876 -8.78564
O 8.60245 -1.86804 -1.76481
C 8.05550 -5.35547 -2.19968
O 1.70819 5.59033 -7.68969
H 0.88756 7.35150 11.53746
H 1.40371 1.14231 -7.48436
H 1.70781 0.06392 8.06355
C 1.75240 -1.72389 9.32084
H -12.46491 -1.95434 -9.55625
C 3.12941 2.80482 5.02908
H 9.89449 -2.88040 0.25102
C 0.80858 4.25302 4.20104
O -8.94154 -4.20654 -7.99153
C 8.66228 -3.07133 -1.54722
H 1.44336 -0.45892 -1.12751
C 1.42563 -0.31065 9.03908
C 0.74337 3.57492 5.34779
C 9.40843 -3.60671 -0.38929
H 0.20742 2.50141 12.62744
H -2.41775 2.31348 -3.06350
H 3.86254 -4.09589 1.41431
H 0.48384 -1.87263 12.52780
C -12.23386 -5.33209 -8.70177
H 1.42431 4.51898 -0.40896
C -12.85027 -4.07483 -9.17692
C 9.52982 1.21544 -0.57148
C -8.41945 -2.22803 -3.09550
C -8.00558 -2.45555 -5.91495
C 0.43910 -0.08196 11.27147
C 0.41259 1.36231 -1.50710
```

## Properties
E_tot, Eh: -7244.40114
Total charge: +1
M, Da: 1256.95

Atomic partial charges in e from the Mulliken method, atoms 1 to 99: atom 1 (C): 0.285, atom 2 (C): -0.417, atom 3 (O): -0.595, atom 4 (H): 0.434, atom 5 (O): -0.640, atom 6 (C): 0.347, atom 7 (H): 0.304, atom 8 (C): 0.056, atom 9 (C): -0.202, atom 10 (C): -0.444, atom 11 (C): -0.399, atom 12 (C): -0.379, atom 13 (C): -0.384, atom 14 (H): 0.514, atom 15 (C): -0.446, atom 16 (C): -0.456, atom 17 (O): -0.451, atom 18 (C): 0.260, atom 19 (H): 0.409, atom 20 (C): -0.480, atom 21 (H): 0.418, atom 22 (C): -0.455, atom 23 (O): -0.574, atom 24 (C): -0.385, atom 25 (O): -0.536, atom 26 (O): -0.525, atom 27 (C): -0.458, atom 28 (H): 0.378, atom 29 (O): -0.552, atom 30 (C): 0.440, atom 31 (C): 0.263, atom 32 (H): 0.267, atom 33 (H): 0.433, atom 34 (H): 0.426, atom 35 (H): 0.344, atom 36 (H): 0.449, atom 37 (H): 0.553, atom 38 (H): 0.319, atom 39 (C): -0.774, atom 40 (C): -0.022, atom 41 (O): -0.558, atom 42 (C): 0.557, atom 43 (H): 0.260, atom 44 (H): 0.406, atom 45 (C): -0.324, atom 46 (C): -0.292, atom 47 (O): -0.596, atom 48 (C): -0.471, atom 49 (H): 0.452, atom 50 (H): 0.343, atom 51 (C): 0.956, atom 52 (C): -0.263, atom 53 (C): 0.299, atom 54 (O): -0.533, atom 55 (H): 0.450, atom 56 (C): -0.402, atom 57 (C): -0.046, atom 58 (H): 0.419, atom 59 (O): -0.534, atom 60 (H): 0.434, atom 61 (H): 0.334, atom 62 (O): -0.522, atom 63 (C): -0.299, atom 64 (C): 0.521, atom 65 (H): 0.510, atom 66 (H): 0.416, atom 67 (H): 0.433, atom 68 (H): 0.455, atom 69 (O): -0.551, atom 70 (C): -0.469, atom 71 (H): 0.453, atom 72 (O): -0.546, atom 73 (C): 0.271, atom 74 (H): 0.447, atom 75 (C): 0.512, atom 76 (O): -0.373, atom 77 (C): -0.243, atom 78 (H): 0.414, atom 79 (C): 0.329, atom 80 (P): 0.450, atom 81 (H): 0.592, atom 82 (C): -0.396, atom 83 (H): 0.359, atom 84 (C): -0.484, atom 85 (C): -0.304, atom 86 (C): -0.566, atom 87 (C): -0.474, atom 88 (O): -0.573, atom 89 (O): -0.556, atom 90 (C): -0.275, atom 91 (C): 0.496, atom 92 (H): 0.460, atom 93 (C): 0.396, atom 94 (H): 0.414, atom 95 (H): 0.608, atom 96 (Br): 0.059, atom 97 (O): -0.571, atom 98 (S): -0.059, atom 99 (C): 0.075

> Which value of M does entry 2 give?

252.05 Da